[1]
{"formula": "C29H57Cl3N2O3PSiSn", "method": "the ωB97M-V functional and the def2-TZVPD basis", "symbols": ["C", "C", "H", "H", "H", "C", "C", "H", "H", "H", "H", "Sn", "Cl", "Cl", "C", "O", "N", "C", "C", "H", "H", "H", "H", "H", "H", "H", "H", "H", "C", "C", "N", "H", "C", "O", "H", "H", "H", "H", "O", "C", "C", "C", "H", "C", "H", "C", "H", "C", "C", "H", "H", "H", "Si", "Cl", "C", "C", "C", "H", "H", "H", "H", "H", "H", "H", "H", "H", "C", "C", "C", "P", "C", "C", "C", "C", "C", "C", "H", "H", "H", "H", "H", "H", "H", "H", "H", "H", "H", "H", "H", "H", "H", "H", "H", "H", "H", "H", "H"], "coordinates": [[-5.601, 1.356, -0.222], [-4.580, 1.334, -1.356], [-6.574, 1.763, -0.547], [-5.234, 1.984, 0.606], [-5.780, 0.345, 0.188], [-4.923, 1.784, -2.640], [-5.923, 2.814, -2.979], [-4.389, 1.317, -3.454], [-5.862, 3.726, -2.355], [-6.970, 2.450, -2.929], [-5.707, 3.119, -4.022], [0.720, 0.056, 1.316], [-0.944, -1.925, 1.083], [1.582, 2.018, 2.749], [0.737, -1.991, -1.684], [1.096, -0.902, -1.155], [1.268, -2.456, -2.827], [1.991, -1.557, -3.721], [0.964, -3.782, -3.340], [-0.023, -2.631, -1.218], [2.599, -0.851, -3.142], [1.298, -0.984, -4.365], [2.647, -2.169, -4.356], [0.685, -4.435, -2.509], [1.856, -4.178, -3.839], [0.134, -3.760, -4.060], [-1.967, 3.868, -0.199], [-1.802, 3.462, -3.321], [-0.937, 4.050, -0.558], [-0.766, 3.593, -2.986], [-0.586, 3.098, -1.625], [-0.244, 3.989, 0.296], [0.174, 2.015, -1.407], [0.707, 1.741, -0.292], [-0.115, 3.037, -3.664], [0.383, 1.410, -2.305], [-0.890, 5.055, -1.007], [-0.508, 4.657, -3.009], [-3.249, 1.727, -0.933], [-3.372, 0.307, -1.151], [-2.046, 0.372, -3.296], [-2.764, -0.366, -2.335], [-1.918, 1.438, -3.129], [-1.462, -0.211, -4.432], [-3.307, -0.191, -0.169], [-2.802, -1.769, -2.594], [-0.910, 0.410, -5.142], [-1.610, -1.569, -4.702], [-2.276, -2.339, -3.755], [-3.249, -2.413, -1.834], [-1.212, -2.035, -5.615], [-2.381, -3.412, -3.929], [-2.076, 1.868, 3.409], [-1.520, 1.170, 1.273], [-1.169, 3.428, 3.834], [-1.315, 0.481, 4.425], [-3.889, 1.986, 3.709], [-0.867, 4.046, 2.979], [-0.261, 3.193, 4.408], [-1.850, 3.997, 4.487], [-4.326, 2.895, 3.274], [-3.957, 2.040, 4.809], [-4.444, 1.103, 3.364], [-1.457, -0.523, 3.990], [-1.853, 0.558, 5.391], [-0.235, 0.653, 4.596], [1.559, -2.099, 3.934], [2.824, -1.307, 3.552], [4.082, -1.857, 4.219], [2.999, -1.104, 1.726], [4.053, 0.257, 1.065], [5.362, 0.422, 1.841], [4.207, 0.214, -0.464], [3.327, -2.684, 0.855], [4.793, -3.109, 1.014], [2.318, -3.784, 1.230], [1.797, -3.156, 4.111], [0.746, -2.057, 3.190], [1.164, -1.689, 4.873], [2.686, -0.261, 3.874], [4.212, -2.926, 4.024], [4.992, -1.323, 3.931], [3.976, -1.745, 5.303], [3.437, 1.152, 1.299], [5.987, -0.483, 1.827], [5.952, 1.233, 1.386], [5.165, 0.708, 2.885], [3.229, 0.322, -0.957], [4.841, 1.057, -0.783], [4.678, -0.718, -0.810], [3.146, -2.402, -0.203], [5.095, -3.212, 2.071], [4.910, -4.089, 0.528], [5.479, -2.416, 0.502], [1.276, -3.432, 1.124], [2.479, -4.614, 0.521], [2.493, -4.156, 2.256]], "forces_ev_per_a": [[-0.11, 0.10, 0.37], [0.26, -0.97, 0.03], [0.43, -0.14, -0.02], [-0.08, -0.13, -0.11], [0.08, 0.40, -0.23], [-0.03, -0.94, -0.93], [-0.34, 0.13, -0.18], [0.08, 0.18, -0.23], [-0.13, -0.02, -0.14], [-0.15, 0.39, -0.12], [-0.41, 0.06, 0.39], [-0.33, -0.42, -0.55], [-0.67, -1.46, 0.03], [0.75, 0.97, 0.92], [0.70, 1.68, 0.97], [-0.59, -1.90, -1.35], [0.13, 0.28, -0.38], [0.20, 0.05, -0.02], [-0.39, 0.10, 0.04], [0.18, 0.04, 0.15], [-0.21, -0.23, -0.11], [0.20, -0.29, 0.29], [-0.13, 0.26, 0.16], [0.06, 0.06, -0.15], [-0.16, -0.01, 0.19], [0.20, 0.01, 0.10], [0.47, -0.07, -0.27], [0.02, 0.15, 0.13], [-0.27, -0.07, 0.09], [-0.38, -0.41, -0.03], [0.74, 0.18, 0.31], [-0.15, -0.21, -0.45], [0.99, 0.42, 1.50], [-0.74, 0.92, -2.42], [-0.05, 0.11, 0.03], [-0.12, 0.05, 0.29], [0.01, -0.28, 0.31], [0.05, -0.20, -0.10], [1.63, -0.27, 0.52], [-1.36, 0.85, 0.11], [0.27, -0.13, -0.20], [1.04, -0.25, -0.53], [-0.29, -0.28, -0.04], [-0.27, 0.25, 0.16], [-0.13, -0.39, -0.78], [-0.36, 0.59, 0.65], [-0.17, -0.02, 0.22], [0.07, -0.01, 0.04], [-0.16, -0.09, 0.25], [0.01, 0.10, -0.25], [-0.14, 0.30, 0.40], [-0.04, 0.24, 0.18], [1.85, -1.38, -1.59], [-3.51, 2.43, 2.41], [-0.15, 0.46, 0.23], [-0.26, 0.05, 0.20], [-0.36, 0.04, -0.11], [-0.17, -0.16, 0.20], [-0.28, -0.01, -0.31], [0.17, 0.14, -0.18], [0.05, -0.30, 0.12], [-0.15, 0.04, -0.28], [0.15, 0.26, 0.06], [-0.06, 0.40, 0.19], [0.35, -0.33, -0.16], [-0.55, 0.00, -0.16], [-0.15, 0.02, 0.11], [0.94, 0.41, -0.33], [-0.06, -0.01, 0.68], [-0.17, -1.04, -0.84], [0.32, 0.32, 0.86], [0.41, 0.29, -0.23], [-0.08, -0.16, 0.05], [0.68, 0.41, 0.14], [0.03, -0.64, -0.35], [0.22, 0.08, -0.19], [-0.04, 0.21, -0.11], [0.32, -0.01, 0.23], [0.05, -0.13, -0.16], [0.01, -0.21, -0.12], [-0.01, 0.13, -0.07], [-0.17, -0.12, -0.05], [0.08, -0.09, 0.08], [0.32, -0.40, -0.10], [-0.18, 0.19, 0.02], [-0.05, -0.10, 0.15], [0.04, -0.14, -0.30], [0.29, -0.14, 0.17], [-0.16, -0.23, 0.15], [-0.08, 0.23, 0.03], [0.09, -0.19, 0.42], [-0.14, 0.07, -0.51], [0.23, 0.02, 0.11], [-0.23, -0.13, 0.30], [0.41, -0.13, 0.17], [-0.10, 0.07, 0.32], [-0.13, 0.11, -0.46]], "relative_energy_ev": 4.3957, "e_homo_ev": -1.217, "charge": -1, "orbital_gap_ev": 3.51, "e_tot_ha": -3700.144896}

=====

[2]
{"formula": "C5H10N2O", "method": "the ωB97M-V functional and the def2-TZVPD basis", "symbols": ["C", "C", "C", "N", "C", "C", "O", "N", "H", "H", "H", "H", "H", "H", "H", "H", "H", "H"], "coordinates": [[-0.125, 0.082, 1.242], [2.277, 0.206, -0.263], [-0.080, -0.781, -0.027], [-2.542, 0.002, -0.270], [-1.173, 0.121, -0.656], [-0.115, 1.040, 0.040], [0.066, -2.135, -0.065], [0.889, 0.183, -0.665], [-0.016, -2.434, -0.977], [-3.066, 0.824, -0.546], [-2.654, -0.136, 0.727], [-1.018, 0.031, 1.861], [0.759, 0.068, 1.871], [-1.113, 0.174, -1.745], [-0.043, 2.120, 0.044], [2.464, 0.209, 0.817], [2.758, -0.672, -0.692], [2.730, 1.099, -0.695]], "forces_ev_per_a": [[0.08, -0.20, 0.47], [-0.04, -0.04, 0.25], [-0.18, 0.37, -0.23], [-0.18, -0.04, 0.35], [-0.09, 0.08, -0.38], [-0.04, -0.03, -0.11], [0.10, -0.20, 0.09], [0.13, -0.03, -0.54], [-0.04, 0.04, -0.02], [-0.01, -0.11, 0.05], [-0.10, 0.05, -0.06], [-0.08, 0.01, 0.05], [0.06, 0.01, 0.02], [0.16, 0.01, 0.08], [-0.02, 0.08, -0.05], [0.05, 0.00, 0.03], [0.10, 0.04, 0.02], [0.09, -0.05, 0.02]], "relative_energy_ev": 3.1840, "e_homo_ev": -8.653, "orbital_gap_ev": 9.60, "e_tot_ha": -381.168428}

=====

[3]
{"formula": "C5H4O2", "method": "the ωB97M-V functional and the def2-TZVPD basis", "symbols": ["O", "C", "C", "C", "C", "C", "O", "H", "H", "H", "H"], "coordinates": [[1.746, 1.303, -1.050], [0.885, 0.684, -0.480], [0.139, 1.030, 0.801], [-0.880, -0.017, 1.138], [-0.789, -1.036, 0.046], [0.286, -0.667, -0.969], [0.630, -1.258, -1.960], [0.811, 1.170, 1.661], [-0.389, 1.993, 0.735], [-1.787, -1.164, -0.390], [-0.654, -2.039, 0.467]], "forces_ev_per_a": [[-0.51, -0.40, 0.38], [0.30, 0.35, -0.23], [-0.09, -0.10, 0.04], [0.28, -0.10, -0.27], [0.03, 0.06, 0.05], [0.01, -0.35, -0.43], [-0.20, 0.36, 0.63], [-0.09, 0.00, -0.11], [0.11, -0.05, -0.02], [-0.02, 0.18, -0.17], [0.18, 0.03, 0.13]], "relative_energy_ev": 3.7226, "e_homo_ev": -8.774, "orbital_gap_ev": 7.85, "e_tot_ha": -343.255558}